[1]
33
Properties=species:S:1:pos:R:3:forces:R:3 method="wB97M-V/def2-TZVPD" total_energy_ha=-729.00327 molar_mass_g_mol=186.20 multiplicity=2 charge=+1 s_squared=0.754 max_force_ev_per_a=3.7 orbital_gap_ev="10.46 / 3.03"
O -2.038 0.909 -2.153 -0.22 -0.03 0.06
H -1.292 0.968 -2.750 0.18 -0.07 -0.49
H -1.644 0.844 -1.283 -0.18 0.12 0.08
O -2.362 -3.092 -1.069 0.00 0.45 0.34
H -2.750 -3.055 -1.943 -0.07 0.03 -0.38
H -2.928 -3.689 -0.579 -0.08 -0.25 0.18
O 0.305 -2.917 -1.914 0.10 0.04 -0.07
H -0.450 -2.564 -1.444 -0.44 -0.30 0.09
H 1.058 -2.670 -1.376 0.41 0.14 -0.15
O 2.314 2.053 -1.951 0.11 -0.56 0.25
H 1.640 2.708 -2.133 -0.43 0.64 -0.31
H 3.139 2.535 -2.006 0.36 0.00 0.02
O 2.251 -0.699 -1.522 -0.61 -0.48 0.56
H 3.197 -0.838 -1.470 0.29 -0.09 0.03
H 2.155 0.240 -1.679 0.41 0.73 -0.52
O 0.149 3.652 -1.611 0.29 -0.03 -0.06
H -0.680 3.683 -2.087 -0.36 0.18 -0.25
H 0.113 2.832 -1.119 -0.28 0.12 0.32
O 1.488 0.127 5.755 0.09 0.19 -0.08
H 1.140 -0.678 6.138 -0.05 -0.24 0.25
H 1.124 0.149 4.870 -0.03 0.04 -0.12
C -1.896 -0.252 1.106 -1.72 -0.07 -0.83
C -0.529 0.509 1.176 3.26 -1.70 -0.10
C 0.673 -0.382 1.518 -0.76 -0.22 0.28
O -0.220 1.130 -0.031 -1.88 0.31 1.86
H -1.757 -0.965 0.293 0.28 -0.44 0.01
H -2.754 0.334 0.775 0.19 0.48 0.20
H -2.173 -0.726 2.047 0.61 0.22 0.15
H -0.551 1.138 2.066 -1.07 1.42 -0.03
H 0.753 -1.188 0.788 0.44 0.05 -0.29
H 0.585 -0.895 2.476 -0.31 0.16 0.10
H 1.549 0.264 1.575 0.17 -0.25 -0.29
H 0.392 0.531 -0.464 1.30 -0.56 -0.78

---

[2]
37
Properties=species:S:1:pos:R:3:forces:R:3 method="wB97M-V/def2-TZVPD" total_energy_ha=-935.19986 molar_mass_g_mol=233.21 relative_energy_kcal_mol=84.63 smiles="CC(=O)NCO.O.O.O.O.O.O.O.O" max_force_ev_per_a=13.9 orbital_gap_ev=9.60
O -1.314 -1.444 2.537 0.29 1.01 -1.27
C -1.030 -0.439 1.841 -1.12 -2.69 4.10
N -1.382 0.750 2.363 0.94 1.26 0.92
C -0.848 1.964 1.843 2.57 -0.29 -0.76
O -1.623 2.169 0.713 -1.50 2.39 -2.23
C -0.381 -0.610 0.581 0.16 -1.65 -5.01
H -1.899 0.749 3.228 0.17 -0.32 -0.01
H 0.204 1.802 1.349 -2.05 0.04 1.65
H -0.658 2.812 2.564 -1.01 -0.92 -0.60
H -2.289 2.879 0.665 0.62 -0.09 0.94
H -1.060 -1.324 -0.030 0.87 0.49 1.27
H 0.608 -1.128 0.532 -0.85 0.57 0.72
H -0.385 0.158 -0.205 0.33 0.60 1.00
H 2.763 2.412 0.978 2.07 1.36 0.42
H 2.245 0.990 1.141 0.63 -1.60 0.70
O 2.045 1.858 0.831 -1.99 0.13 -0.89
H -2.968 0.120 -0.640 0.35 -2.72 2.24
H -3.059 1.567 -0.638 0.02 2.59 2.07
O -3.033 0.843 -1.179 -0.55 -0.28 -4.68
H 2.769 -1.466 1.454 -0.15 0.51 -0.02
H 2.765 -0.804 2.864 0.11 -0.08 0.82
O 2.614 -0.620 1.949 0.05 0.14 -0.65
H -0.443 2.461 -0.924 1.27 -0.81 -0.82
H 0.950 2.105 -0.499 1.10 -0.20 0.60
O 0.416 2.089 -1.285 -2.34 0.84 -0.48
H 1.274 -1.554 -2.266 -1.24 1.17 -0.81
H 2.818 -1.561 -2.636 -1.31 -0.38 0.55
O 2.094 -2.001 -2.129 2.75 -0.95 0.06
H 2.533 -2.637 -0.565 0.24 0.74 -0.49
H 2.074 -3.195 0.629 -9.71 -8.87 4.43
O 2.654 -2.679 0.400 9.44 7.73 -3.97
H -2.879 -1.107 -2.694 -2.79 3.01 0.03
H -2.558 -2.352 -1.760 -0.36 0.69 -0.40
O -2.366 -1.833 -2.554 2.87 -3.64 0.36
H 0.133 0.338 -2.566 0.05 0.75 0.33
H -0.844 -0.816 -2.863 0.36 -0.09 -0.03
O 0.062 -0.496 -3.029 -0.30 -0.44 -0.08

---

[3]
42
Properties=species:S:1:pos:R:3:forces:R:3 method="wB97M-V/def2-TZVPD" total_energy_ha=-1134.43452 molar_mass_g_mol=288.26 relative_energy_kcal_mol=69.29 smiles="NC(N)=O.NC(N)=O.NC(N)=O.O.O.O.O.O.O" max_force_ev_per_a=9.4 orbital_gap_ev=9.38
C 3.087 -1.215 -1.171 -1.43 1.04 -2.39
O 2.178 -1.161 -1.972 -1.31 0.09 -0.63
N 2.993 -1.150 0.104 -2.17 -0.56 4.85
N 4.334 -1.114 -1.506 4.65 -0.23 -2.44
H 3.813 -1.201 0.692 -0.71 0.40 0.12
H 2.061 -0.881 0.384 0.13 -0.42 0.71
H 4.973 -1.632 -0.921 0.48 0.38 -0.69
H 4.501 -0.909 -2.481 0.43 -0.67 0.18
C -0.967 3.356 2.215 -0.62 2.37 2.05
O -0.623 4.247 2.938 1.03 1.69 1.83
N -0.439 3.034 1.134 5.32 -0.74 -7.75
N -2.016 2.637 2.404 -5.55 -3.01 3.13
H -0.726 2.320 0.479 -0.23 -0.05 0.44
H 0.229 3.670 0.723 0.18 -0.13 0.35
H -2.573 2.255 1.653 0.25 0.16 0.12
H -2.524 2.975 3.208 -0.39 -0.34 -0.10
C -2.375 -1.545 -0.630 0.31 -0.44 0.13
O -1.911 -0.615 -1.203 1.44 3.30 -1.18
N -2.249 -1.871 0.626 0.29 0.20 1.98
N -3.068 -2.465 -1.250 -2.59 -2.46 -2.89
H -2.426 -2.852 0.793 0.26 0.54 0.98
H -1.890 -1.122 1.200 -0.02 -1.08 0.79
H -3.904 -2.702 -0.734 -0.12 -0.36 -0.51
H -3.205 -2.180 -2.209 -0.38 -0.42 -0.12
O 0.400 0.177 0.072 0.81 0.33 0.44
H -0.197 0.268 -0.670 -0.44 -0.33 -0.67
H -0.173 0.147 0.839 -0.20 -0.14 0.36
O 0.472 0.489 -4.109 0.03 0.16 -0.46
H 0.774 -0.316 -3.689 0.29 -0.30 0.28
H -0.036 0.937 -3.433 -0.29 0.09 0.24
O 2.090 0.661 2.500 0.25 -0.28 0.41
H 1.930 0.534 1.565 -0.11 0.26 -0.38
H 1.343 1.177 2.804 -0.12 0.28 0.03
O -0.940 2.106 -1.949 0.05 -0.16 0.27
H -1.588 2.767 -2.191 -0.28 0.12 -0.18
H -0.145 2.606 -1.764 0.40 0.17 -0.10
O 0.765 -3.379 -1.127 -0.05 -0.52 0.14
H -0.080 -3.773 -0.911 -0.23 -0.17 0.01
H 0.686 -2.469 -0.839 0.14 0.55 -0.23
O -0.971 -0.550 2.439 0.25 0.55 0.72
H -0.459 -1.276 2.793 0.37 -0.34 -0.02
H -1.143 0.013 3.194 -0.15 0.47 0.20

---

[4]
41
Properties=species:S:1:pos:R:3:forces:R:3 method="wB97M-V/def2-TZVPD" total_energy_ha=-1807.53841 molar_mass_g_mol=314.36 charge=-1 max_force_ev_per_a=6.8 orbital_gap_ev=8.47
N -3.334 0.732 -1.349 0.53 -2.09 -1.42
C -2.273 1.568 -0.750 -0.36 -0.74 2.51
C -1.006 0.710 -0.326 -4.49 2.26 -4.60
O -1.129 0.272 0.762 1.95 -2.39 4.05
O -0.380 0.384 -1.381 1.90 -1.79 1.29
C -2.974 2.096 0.544 -2.39 -1.12 -0.49
S -2.102 3.436 1.454 -0.17 0.12 -0.94
S -1.634 2.961 3.366 -0.86 -0.22 0.77
H -2.980 0.307 -2.252 -0.40 0.81 1.26
H -3.563 -0.158 -0.812 0.73 1.71 -0.37
H -1.959 2.321 -1.431 -0.12 0.83 -0.61
H -3.294 1.161 1.192 1.05 2.05 -1.00
H -4.012 2.478 0.126 2.02 -0.13 1.19
H -0.320 2.737 3.447 0.35 -0.24 -0.67
H 0.424 1.360 -2.175 -0.70 1.14 -2.09
H -0.072 1.798 -3.604 -1.44 -0.69 -1.17
O 0.573 1.996 -2.972 2.21 0.40 2.26
H 3.520 -0.814 1.491 1.00 -0.67 -0.39
H 4.133 -0.577 0.178 0.13 0.50 -0.76
O 4.279 -1.145 0.933 -1.32 0.50 1.12
H -2.180 -3.253 -1.827 -0.13 -0.65 0.32
H -1.087 -2.174 -1.524 -2.38 -1.18 -2.03
O -1.918 -2.388 -2.115 1.94 1.47 1.24
H -0.395 -3.108 0.433 -1.33 1.58 0.98
H -1.123 -1.742 0.598 -0.01 0.72 -0.16
O -1.022 -2.582 1.036 0.77 -2.46 -0.16
H 2.090 2.178 1.362 -0.30 -0.17 -0.05
H 2.416 3.338 2.331 -0.78 0.62 0.97
O 2.755 2.807 1.639 1.12 -0.49 -0.99
H 0.394 -0.397 2.153 -0.70 1.53 -0.51
H 0.270 -1.841 2.053 0.42 0.28 0.39
O 0.851 -1.153 2.464 0.54 -1.68 0.26
H 1.485 -2.574 -0.838 2.11 0.40 0.29
H 0.267 -1.343 -1.095 2.09 -0.99 0.24
O 0.600 -2.293 -0.960 -3.78 1.29 -1.04
H 2.239 1.306 -1.420 1.48 0.29 -0.05
H 1.457 0.373 -0.864 -0.66 -1.43 0.79
O 2.399 0.564 -0.808 -0.45 1.06 -0.59
H 3.338 -2.507 0.154 1.78 2.16 1.12
H 2.469 -3.605 0.823 0.62 0.83 -1.13
O 2.800 -3.232 -0.033 -1.98 -3.41 0.16

---

[5]
41
Properties=species:S:1:pos:R:3:forces:R:3 method="wB97M-V/def2-TZVPD" total_energy_ha=-1066.58231 molar_mass_g_mol=265.24 charge=-1 relative_energy_kcal_mol=0.61 max_force_ev_per_a=4.2 orbital_gap_ev=8.71
C 0.898 0.332 -0.081 0.15 -2.70 -3.17
N -0.475 0.285 -0.736 0.72 -0.09 1.69
C -1.416 -0.368 0.142 -2.40 -1.29 -1.58
O -1.235 -0.324 1.351 0.45 0.25 0.97
O -2.433 -0.953 -0.402 1.35 0.80 -0.26
C 1.914 0.190 -1.284 -0.19 3.07 2.54
N 1.943 1.460 -2.093 -0.61 -1.49 -1.35
H 1.091 -0.616 0.468 -0.51 0.86 0.42
H 1.020 1.230 0.460 0.20 0.43 0.57
H -0.439 -0.159 -1.647 -0.18 -0.22 0.08
H 2.898 0.026 -0.843 0.13 0.15 -0.11
H 1.671 -0.731 -1.776 -0.15 0.00 -1.17
H 1.943 2.331 -1.585 0.51 -0.30 1.15
H 1.037 1.540 -2.549 0.12 -0.31 -0.32
H -0.216 0.416 2.663 -0.54 0.95 -0.80
H -0.353 1.995 2.394 -0.41 -0.44 -0.25
O 0.033 1.315 2.951 1.17 -0.02 1.22
H -1.302 1.974 -1.211 0.18 -0.46 0.36
H -1.209 3.214 -2.088 -0.02 0.19 -0.06
O -1.623 2.893 -1.283 0.00 0.31 -0.08
H -2.088 -0.964 -3.577 -0.16 0.07 0.10
H -2.334 -1.366 -2.039 0.20 0.37 0.32
O -1.917 -1.629 -2.908 -0.25 -0.23 -0.23
H -2.188 2.543 1.657 -0.17 -0.06 0.23
H -1.730 3.516 0.630 -0.13 0.11 -0.11
O -1.857 3.447 1.590 0.23 -0.26 -0.25
H 0.546 3.662 0.382 0.22 -0.33 0.55
H 1.522 2.954 1.412 -0.44 0.05 0.30
O 1.449 3.350 0.543 0.25 0.59 -0.72
H -1.427 -4.217 -0.193 -0.06 0.29 -0.23
H 0.034 -3.901 -0.628 -0.64 -0.24 -0.08
O -0.511 -4.311 0.069 0.50 -0.26 0.61
H -0.124 -3.477 2.120 0.00 0.44 -0.11
H -0.304 -2.237 3.068 -0.29 -0.17 -0.43
O 0.339 -2.853 2.702 0.29 -0.19 0.36
H 0.535 -2.339 -1.710 -0.18 0.43 -0.01
H -0.661 -2.779 -2.607 0.41 0.46 0.18
O 0.243 -3.022 -2.311 0.26 -0.79 -0.18
H 2.045 -0.091 2.838 0.39 0.35 -0.09
H 2.019 -1.503 3.172 -0.07 -0.97 -0.06
O 2.660 -0.833 2.939 -0.34 0.65 0.04

---

[6]
39
Properties=species:S:1:pos:R:3:forces:R:3 method="wB97M-V/def2-TZVPD" total_energy_ha=-1582.20358 molar_mass_g_mol=267.37 relative_energy_kcal_mol=104.21 smiles=CNCCSS.O.O.O.O.O.O.O.O max_force_ev_per_a=6.9 orbital_gap_ev=8.71
S 1.450 2.221 -3.157 0.06 1.28 0.03
S 1.388 0.643 -1.917 -1.74 -0.34 1.26
C -0.393 0.625 -1.030 0.42 -1.01 -2.48
C -0.343 -0.344 0.138 -1.10 -1.34 2.48
N -1.832 -0.606 0.632 5.22 -2.45 0.85
C -1.789 -0.874 2.091 1.08 3.50 -0.33
H 1.890 3.302 -2.378 -0.35 -1.14 -0.34
H -0.660 1.643 -0.860 0.60 0.95 1.21
H -1.244 0.453 -1.789 1.54 -0.88 0.84
H 0.431 -0.089 0.993 -1.84 0.64 -1.36
H -0.047 -1.424 0.064 0.15 1.00 -1.52
H -2.328 0.192 0.485 -1.78 2.65 -0.30
H -1.284 -1.788 2.389 0.30 0.27 -0.11
H -2.781 -0.907 2.319 -2.98 -0.96 1.00
H -1.564 0.137 2.691 0.63 -2.35 -0.97
H -3.065 -2.456 -0.656 -1.37 1.73 -0.80
H -3.201 -2.052 -2.043 1.48 -0.33 -3.51
O -3.627 -1.869 -1.264 -0.48 -1.26 4.28
H -1.819 2.301 1.163 5.25 0.78 -4.06
H -3.302 2.455 1.231 0.17 0.04 -0.04
O -2.495 2.231 1.704 -5.46 -0.64 4.17
H 0.356 -4.567 -1.491 -1.88 -2.25 -1.22
H 0.959 -4.185 -0.134 -0.18 -0.11 -0.52
O 0.884 -3.957 -1.073 2.13 2.45 1.76
H 3.509 2.598 2.041 4.82 -0.78 -0.26
H 2.254 1.901 1.944 -0.39 -0.60 -0.09
O 2.637 2.758 2.091 -4.12 1.84 0.46
H -1.542 -2.638 -3.888 0.68 0.18 -0.67
H -1.665 -1.092 -3.621 2.31 4.87 -1.74
O -1.934 -1.906 -3.435 -2.80 -5.12 2.16
H 0.094 4.390 1.142 -0.36 -0.83 0.91
H 1.062 4.118 2.145 4.83 0.87 1.63
O 0.245 3.827 1.942 -4.83 -0.09 -2.67
H 3.765 -0.290 2.059 -0.15 0.27 0.19
H 2.846 -0.424 0.900 -0.09 0.07 -0.27
O 3.031 0.177 1.636 0.35 -0.84 -0.08
H 2.763 -1.980 -1.227 -0.26 -0.07 -0.34
H 3.873 -0.872 -1.155 -0.77 -1.24 0.54
O 3.478 -1.653 -0.681 0.91 1.23 -0.09